Record 1
Below is a 2-piece molecular cluster, C3H9N4O overall, with properties calculated with the ωB97M-V functional and the def2-TZVPD basis.

```
17
Properties=species:S:1:pos:R:3:forces:R:3:lowdin_charge:R:1
C -0.8253 1.2273 0.3714 0.925 2.024 0.206 -0.21
C -1.5269 -0.8055 1.0864 -3.587 -0.622 -1.154 0.04
C -1.2518 -0.2905 -1.3680 -3.058 2.271 0.974 0.08
N 3.1321 -0.2444 -0.3059 -1.271 2.150 -0.066 -0.30
N 1.9899 0.2421 -0.0447 -1.394 -0.591 1.011 0.08
N -1.2481 0.1511 0.0382 -0.066 -2.577 -0.725 -0.11
N -0.4967 2.2924 0.6989 1.585 2.581 0.449 0.33
O 3.8187 -1.0243 0.2955 0.340 -0.522 -0.165 0.06
H -1.2358 -0.5174 2.0554 0.605 0.340 0.969 0.10
H -2.6469 -0.9452 1.0298 0.963 0.239 0.598 0.14
H -1.1890 -1.7185 0.7126 1.200 -1.619 0.125 0.09
H -1.8812 0.4281 -1.8920 -0.084 -0.144 -0.215 0.13
H -0.3410 -0.2901 -1.8212 2.763 -0.506 -0.770 0.07
H -1.7871 -1.1670 -1.2542 -0.648 -2.149 -0.824 0.09
H 1.5921 -0.2003 0.8102 0.782 -0.059 -0.367 0.08
H 3.3847 0.3448 -1.1213 1.502 -0.984 -0.335 0.18
H 0.5122 2.5175 0.7090 -0.557 0.168 0.288 0.14
```
Forces are in eV/Å.

The value obtained for the largest force on an atom is 3.93 eV/A. As for the HOMO energy: -0.5240 hartree. As for the HOMO-LUMO gap: 10.8 eV. The value obtained for the total energy is -413.54787 a.u. As for the total charge: +1.

Record 2
Below is one molecule with the formula C6H10O, with properties calculated with the ωB97M-V functional and the def2-TZVPD basis.

```
17
Properties=species:S:1:pos:R:3:forces:R:3:lowdin_charge:R:1
O -1.5237 0.8503 -1.3265 0.010 -0.098 -0.517 0.04
C -0.3631 0.7055 -1.6115 -0.008 -0.133 -0.171 -0.31
C 0.4109 -0.5865 -1.3958 -0.008 -0.057 0.010 -0.15
C 0.1255 -1.3111 -0.0628 -0.041 -0.010 0.014 -0.16
C 0.3521 -0.4535 1.1980 -0.203 0.041 0.096 -0.24
C -0.8541 0.4919 1.3984 -0.035 -0.264 0.283 -0.10
C 0.4758 1.0154 0.9854 0.218 0.332 -0.065 -0.15
H 0.2020 1.5438 -2.0828 -0.093 -0.190 0.004 0.13
H 1.4836 -0.4032 -1.5260 -0.159 0.082 0.063 0.12
H 0.1020 -1.2406 -2.2216 0.081 0.003 0.042 0.12
H -0.9144 -1.6582 -0.0802 0.179 0.027 0.021 0.11
H 0.7408 -2.2171 -0.0305 0.002 0.195 0.014 0.11
H 0.9889 -0.8958 1.9691 -0.581 0.095 -0.025 0.13
H -1.2677 0.9824 2.2766 0.355 -0.765 0.382 0.10
H -1.6258 0.1987 0.6983 0.140 0.588 -0.103 0.08
H 0.7278 1.4184 0.0133 -0.062 0.121 0.053 0.08
H 0.9395 1.5596 1.7986 0.204 0.034 -0.102 0.11
```
Forces are in eV/Å.

The value obtained for the largest force on an atom is 0.93 eV/A. As for the HOMO energy: -0.3581 hartree. Its structure (SMILES) is O=CCCC1CC1. As for the HOMO-LUMO gap: 10.8 eV. The value obtained for the total energy is -309.78733 a.u.

Record 3
Below is a 2-piece molecular cluster, C38H37BO2 overall, with properties calculated with the ωB97M-V functional and the def2-TZVPD basis.

```
78
Properties=species:S:1:pos:R:3:forces:R:3:lowdin_charge:R:1
C -0.5153 -3.9182 4.1743 -0.137 0.150 0.006 -0.02
C -0.2876 -2.5740 3.4773 0.483 0.360 0.133 -0.48
C -0.8238 -2.6395 2.0450 0.174 0.049 0.171 -0.02
C -0.8916 -1.3643 4.3288 0.458 -0.215 0.372 -0.48
C -1.1029 -0.1246 3.4593 0.036 -0.050 -0.139 -0.02
C -2.1966 -1.7166 5.0489 0.331 0.061 -0.008 -0.02
O 0.1229 -1.0661 5.2939 -0.739 -0.970 -1.090 0.03
B 1.4071 -1.4232 4.6046 0.702 0.012 0.233 -0.82
C 2.1408 -0.0861 4.1018 -0.693 -1.082 0.200 -0.11
C 2.7713 -0.0486 2.8807 0.294 0.314 -0.351 -0.04
C 3.3827 1.1136 2.4545 0.117 -0.041 -0.290 -0.10
C 3.3565 2.2356 3.2577 0.189 0.345 -0.160 -0.14
C 2.7206 2.1964 4.4818 -0.062 0.222 0.299 -0.11
C 2.1131 1.0303 4.9022 0.216 0.574 0.017 -0.05
C 2.3738 -2.2170 5.6477 -0.215 0.074 0.129 -0.03
C 3.6477 -2.6388 5.0062 -0.439 0.230 0.466 -0.23
C 4.8289 -1.9532 5.2466 0.038 -0.001 -0.076 -0.05
C 5.9974 -2.3197 4.6122 0.163 0.099 0.110 -0.10
C 6.0020 -3.3752 3.7254 0.434 -0.093 -0.190 -0.13
C 4.8299 -4.0497 3.4576 -0.097 -0.124 -0.013 -0.10
C 3.6627 -3.6819 4.0934 -0.002 -0.234 -0.159 -0.04
O 1.1186 -2.3145 3.4337 -1.655 0.360 0.248 0.01
H -1.5590 -4.2213 4.1170 -0.193 -0.090 0.024 0.08
H 0.0853 -4.6923 3.7003 0.108 0.032 -0.124 0.09
H -0.2293 -3.8650 5.2220 0.050 0.053 0.073 0.08
H -1.9099 -2.7107 2.0402 -0.257 -0.039 -0.028 0.07
H -0.5192 -1.7629 1.4759 0.022 0.086 0.025 0.07
H -0.4223 -3.5129 1.5325 0.042 -0.106 0.039 0.08
H -1.9107 -0.2753 2.7470 -0.223 -0.051 -0.221 0.05
H -1.3548 0.7325 4.0813 0.006 0.047 0.202 0.09
H -0.1924 0.1101 2.9136 0.112 0.042 -0.068 0.09
H -2.9406 -2.0816 4.3438 -0.173 -0.110 -0.152 0.07
H -2.0298 -2.4740 5.8130 0.031 -0.026 -0.051 0.08
H -2.6051 -0.8367 5.5446 0.029 0.148 0.029 0.08
H 2.7665 -0.9339 2.2687 0.040 -0.225 -0.184 0.11
H 3.8837 1.1470 1.5005 0.157 0.030 -0.235 0.09
H 3.8479 3.1382 2.9368 0.126 0.265 -0.099 0.08
H 2.7040 3.0736 5.1079 0.023 0.252 0.142 0.09
H 1.6001 0.9789 5.8472 -0.135 0.048 0.273 0.11
H 2.5387 -1.5621 6.5045 0.190 -0.035 0.152 0.11
H 1.7900 -3.0725 5.9869 0.053 -0.211 0.116 0.10
H 4.8182 -1.1175 5.9245 0.012 0.200 0.216 0.11
H 6.9122 -1.7917 4.8219 0.212 0.155 0.028 0.09
H 6.9200 -3.6763 3.2478 0.187 -0.032 -0.120 0.09
H 4.8307 -4.8690 2.7579 -0.025 -0.182 -0.167 0.09
H 2.7388 -4.1820 3.8597 -0.173 -0.115 0.021 0.10
C -2.8792 1.9036 0.3861 -0.636 0.385 0.599 0.08
C -3.8172 1.8839 1.5011 0.269 -0.096 -0.279 -0.13
C -4.4535 0.6955 1.9038 0.048 -0.089 -0.379 -0.02
C -5.4340 0.7010 2.8702 0.036 -0.262 -0.011 -0.04
C -5.7975 1.8841 3.4859 0.024 0.012 0.054 -0.03
C -5.1637 3.0614 3.1377 0.025 0.247 0.056 -0.05
C -4.1871 3.0656 2.1691 0.271 0.117 -0.359 0.00
C -1.7944 2.8320 0.1729 0.563 0.513 -0.099 -0.09
C -1.2079 2.5768 -1.0909 0.848 1.106 0.423 -0.09
C -0.1474 3.3436 -1.5566 -1.012 -1.085 -0.145 0.02
C 0.3309 4.3641 -0.7594 -0.045 0.410 0.699 -0.02
C -0.2193 4.6107 0.4979 0.373 0.271 -0.327 -0.03
C -1.2678 3.8535 0.9729 -0.460 -0.691 0.047 0.03
C -1.9352 1.4817 -1.7007 -0.663 -1.089 -0.767 -0.08
C -2.9560 1.0879 -0.8025 0.029 -0.718 -0.647 -0.09
C -3.8776 0.1124 -1.2029 0.157 0.619 0.590 0.03
C -3.7475 -0.4715 -2.4432 0.142 -0.176 -0.507 -0.04
C -2.7240 -0.0929 -3.3087 -0.573 -0.460 0.210 -0.03
C -1.8185 0.8839 -2.9489 0.396 0.949 0.945 0.02
H -4.1533 -0.2345 1.4539 0.089 -0.210 0.026 0.11
H -5.9231 -0.2181 3.1510 0.051 -0.145 0.026 0.12
H -6.5682 1.8916 4.2389 -0.111 -0.025 0.106 0.12
H -5.4478 3.9832 3.6190 0.000 0.140 0.013 0.12
H -3.7593 4.0002 1.8527 0.057 0.190 -0.008 0.11
H 0.2772 3.1422 -2.5265 0.134 0.012 -0.113 0.12
H 1.1447 4.9733 -1.1177 0.137 0.095 0.029 0.12
H 0.1787 5.4044 1.1090 0.089 0.047 0.063 0.12
H -1.6629 4.0189 1.9583 0.042 0.102 0.250 0.12
H -4.7067 -0.1384 -0.5662 -0.165 -0.150 0.056 0.11
H -4.4593 -1.2182 -2.7531 -0.076 -0.109 -0.054 0.11
H -2.6455 -0.5546 -4.2793 -0.023 -0.097 -0.125 0.12
H -1.0483 1.2028 -3.6286 0.167 0.015 -0.173 0.12
```
Forces are in eV/Å.

The value obtained for the largest force on an atom is 1.71 eV/A. As for the HOMO energy: -0.2217 hartree. As for the HOMO-LUMO gap: 1.8 eV. The value obtained for the total energy is -1645.53720 a.u.

Record 4
Below is one molecule with the formula C8H13IN2O2Si, with properties calculated with the ωB97M-V functional and the def2-TZVPD basis.

```
27
Properties=species:S:1:pos:R:3:forces:R:3:lowdin_charge:R:1
C -4.9797 -0.1641 2.1225 2.283 -0.361 2.597 -0.04
O -3.6971 -0.4963 1.6375 2.307 -0.012 -1.264 -0.08
C -2.9221 0.5507 1.1589 -3.754 -0.039 1.179 -0.46
O -3.3643 1.6692 1.2133 0.629 0.171 -0.185 0.09
C -1.6844 0.1203 0.6364 1.909 -1.486 -0.704 -0.29
N -1.4018 -1.2582 0.4803 -1.319 0.688 1.081 0.02
N -0.1262 -1.5319 0.2687 0.107 -0.934 -0.593 0.01
C 0.5786 -0.4935 0.0580 -3.288 4.750 1.325 -0.24
Si 2.2257 -0.1124 -0.6462 1.670 0.819 -3.106 0.67
C 3.7720 0.8484 0.2550 -2.791 -1.382 -1.945 -0.14
C 1.9968 1.0210 -2.3252 1.969 0.232 3.713 -0.16
C 2.5542 -1.8011 -1.5036 0.360 1.690 2.182 -0.17
C -0.6071 0.8570 0.3540 2.910 -3.137 -0.563 -0.61
I -0.3086 2.8537 0.5085 0.134 0.200 -0.081 0.97
H -5.2966 -1.1422 2.4478 -0.814 0.111 0.370 0.10
H -5.5309 0.2421 1.3659 -1.795 1.101 -1.824 0.06
H -4.7969 0.5630 2.9468 -0.816 -0.541 -0.401 0.12
H -2.0633 -1.9578 0.8391 0.852 0.372 -0.348 0.16
H 3.9161 0.4997 1.2242 0.052 0.036 2.020 -0.02
H 4.4901 0.2833 -0.3038 0.996 0.454 -0.754 0.00
H 3.6914 1.9276 0.0858 0.319 -0.494 0.114 0.03
H 2.8962 1.2602 -2.8805 0.797 -0.101 0.485 0.03
H 1.4077 0.6611 -3.0647 -2.509 -1.415 -1.845 -0.03
H 1.6359 1.9471 -1.9321 -0.526 0.877 -0.140 -0.04
H 2.0395 -1.7947 -2.4023 -0.304 0.521 -2.292 0.01
H 3.5873 -2.0225 -1.5271 0.995 -0.586 -0.495 0.01
H 1.9874 -2.5295 -1.0172 -0.376 -1.535 1.475 -0.01
```
Forces are in eV/Å.

The value obtained for the largest force on an atom is 5.93 eV/A. As for the HOMO energy: -0.3222 hartree. Its structure (SMILES) is COC(=O)c1[nH]nc([Si](C)(C)C)c1I. As for the HOMO-LUMO gap: 9.2 eV. The value obtained for the total energy is -1159.72327 a.u.